(1)
This record from OMol25 describes a structure of composition C2H4NS at a distorted geometry. The level of theory is ωB97M-V with the def2-TZVPD basis set.

Structure (XYZ):
```
8
Properties=species:S:1:pos:R:3:forces:R:3:lowdin_charge:R:1
C -0.628186 0.334438 -0.977614 4.557 -0.213 -1.821 0.09
C 1.281652 -0.405265 -0.895019 -4.317 0.400 -0.168 -0.41
N -1.370984 0.126731 0.226455 -0.603 -0.696 1.381 0.05
S 2.279708 0.265218 0.182430 0.399 0.415 0.345 0.81
H -0.861224 -0.070723 1.106187 -0.224 0.032 -0.123 0.16
H -2.066312 -0.623496 0.044213 0.077 0.225 0.263 0.18
H -1.916300 1.006239 0.319598 0.059 -0.342 0.129 0.18
H 3.281647 -0.633140 -0.006251 0.051 0.180 -0.005 -0.06
```
Forces are in eV/Å.

Results
- Energy above the lowest of the compared OMol25 structures with the same formula, charge and spin: 158.3 kcal/mol
- Charge: +1

(2)
This record from OMol25 describes a structure of composition C36H85F12N5O15Ti2 at a distorted geometry. The level of theory is ωB97M-V with the def2-TZVPD basis set.

Structure (XYZ):
```
155
Properties=species:S:1:pos:R:3:forces:R:3:lowdin_charge:R:1
Ti -1.808919 2.245218 -1.365594 0.299 -0.639 0.030 0.62
Ti -1.556567 -3.439691 -2.621496 0.874 0.764 0.655 0.73
O 1.037459 -0.414770 -0.127595 1.066 -0.616 1.464 0.27
H 0.227789 -0.127007 0.300444 -2.693 0.300 0.502 0.08
H 1.508767 0.403195 -0.301972 1.237 1.477 -1.107 0.09
H 0.918773 -0.951325 -0.914762 -0.398 -0.896 -1.523 0.10
O -0.069599 0.516127 -3.953167 1.121 -0.344 -2.032 0.25
H -1.020821 0.645541 -3.948216 -3.071 0.887 0.296 0.06
H 0.051305 -0.363231 -3.587506 0.964 -1.902 0.983 0.07
H 0.267690 1.164354 -3.330566 0.976 1.794 1.892 0.07
C -1.707849 0.100469 1.753923 2.628 1.442 -1.103 -0.40
O -0.919059 -1.093522 1.850710 0.140 -0.707 0.386 -0.12
O -1.462181 0.663215 0.480832 -1.100 -1.807 2.029 -0.25
C -3.119114 -0.074150 2.357451 -1.970 1.806 -1.469 -0.54
F -3.230270 0.229029 3.653973 0.915 -0.229 0.415 0.15
F -3.968099 0.842909 1.754498 0.500 0.121 0.010 0.07
F -3.773141 -1.203292 2.183218 0.362 -1.730 -0.110 0.15
C -0.470457 -1.529750 3.166449 -0.803 -0.515 -1.043 -0.22
C 0.646650 -2.551644 3.017270 -0.285 0.831 -0.280 -0.06
H 0.802093 -2.978973 4.007889 0.250 -0.218 -0.145 0.09
H 0.325418 -3.300923 2.293748 0.079 -0.135 0.195 0.05
H 1.556624 -2.087447 2.637025 0.059 -0.098 0.132 0.05
H -1.304459 -2.085511 3.595018 -0.217 0.308 0.500 0.11
H -0.186569 -0.690132 3.800920 -0.064 0.169 -0.038 0.12
H -1.251085 0.756576 2.494857 -0.025 0.560 0.471 0.14
C 1.700474 2.817336 -1.415269 -3.197 -1.200 -1.963 -0.34
O 2.414643 1.688830 -0.935692 0.341 -0.192 -1.137 -0.13
O 0.479268 2.337716 -1.993747 1.849 1.136 1.844 -0.27
C 1.832976 3.847605 -0.255926 -1.639 -2.203 -0.211 -0.52
F 0.951231 4.857868 -0.375118 0.500 -0.399 0.942 0.15
F 1.781853 3.213013 0.990386 -0.452 1.542 -1.229 0.09
F 3.055779 4.310651 -0.403910 0.967 1.139 0.715 0.16
C 3.794138 1.584704 -1.232471 1.406 0.321 1.983 -0.24
C 4.246988 0.225152 -0.775920 0.448 -0.606 -0.733 -0.06
H 3.944243 -0.515138 -1.516476 -0.191 -0.237 0.294 0.06
H 5.335552 0.175071 -0.750757 0.109 0.159 0.005 0.09
H 3.901141 -0.054973 0.219073 -0.219 0.148 -0.057 0.07
H 4.313149 2.309452 -0.605210 0.065 0.241 0.206 0.11
H 4.209221 1.817817 -2.213016 -1.130 -0.159 -0.674 0.13
H 2.185930 3.389013 -2.206224 0.790 -0.422 -0.292 0.15
C -3.487488 0.882597 -4.246717 2.074 -0.896 2.629 -0.39
O -2.840553 0.303440 -5.326895 0.300 -0.361 -1.750 -0.07
O -2.533219 0.997719 -3.212130 -1.135 0.187 -1.329 -0.29
C -4.224790 2.167146 -4.672340 0.380 0.997 0.507 -0.56
F -3.490062 3.200300 -5.075895 1.190 -0.223 -0.836 0.15
F -5.134839 1.950065 -5.626608 -0.235 -0.473 -0.155 0.15
F -4.859278 2.708411 -3.617587 -0.872 -0.696 0.753 0.12
C -2.773614 -1.115325 -5.415970 -0.669 0.033 -1.052 -0.26
C -2.056191 -1.470112 -6.705841 1.299 1.140 0.258 -0.06
H -1.113829 -0.929371 -6.793268 0.295 0.111 0.430 0.07
H -1.750701 -2.514456 -6.769978 -0.697 -0.083 -0.252 0.08
H -2.604265 -1.014232 -7.530398 -0.353 -0.794 -0.182 0.08
H -3.752376 -1.558020 -5.600709 -0.670 0.278 0.494 0.10
H -2.396165 -1.630262 -4.532526 0.535 0.276 0.316 0.08
H -4.242431 0.173132 -3.907850 -0.905 0.081 0.020 0.14
C 1.713048 -2.574033 -2.755871 -0.941 1.842 0.884 -0.30
O 2.361949 -2.479341 -1.414211 -1.383 0.832 -1.877 -0.14
O 0.519067 -1.836520 -2.675712 1.158 -0.964 -0.265 -0.28
C 2.762431 -2.087987 -3.912513 -0.257 0.284 2.370 -0.57
F 2.504682 -2.619127 -5.076076 -0.829 -0.420 -1.165 0.18
F 2.891285 -0.753583 -4.070930 -0.704 -0.134 0.201 0.14
F 3.985505 -2.507957 -3.574482 0.680 -0.426 0.355 0.13
C 2.951216 -3.629766 -0.890425 1.334 -0.446 -1.026 -0.29
C 3.144274 -3.500443 0.614786 -0.943 -0.425 -1.499 -0.03
H 2.147286 -3.781323 0.954220 0.272 0.266 0.976 0.05
H 3.895647 -4.235032 0.904469 -0.045 0.283 0.395 0.09
H 3.384525 -2.458927 0.828369 0.140 -0.242 0.370 0.07
H 3.895590 -3.767149 -1.417099 0.442 -0.087 0.164 0.11
H 2.378305 -4.511959 -1.176108 -0.383 -0.267 0.262 0.11
H 1.468194 -3.615667 -2.963566 0.521 -0.415 -0.120 0.12
C -5.127993 -1.322305 -0.790307 -1.897 -0.060 -0.693 -0.03
C -4.162072 -2.315082 -1.452109 -1.556 0.872 1.619 -0.42
C -4.668190 -2.858529 -2.773269 1.486 0.507 0.835 -0.16
O -3.777625 -3.926684 -3.208643 -1.917 1.654 0.965 -0.32
C -4.423181 -4.439051 -4.354775 1.487 -1.742 0.006 -0.10
N -2.863673 -1.760544 -1.578148 2.255 -0.109 -0.753 0.03
H -5.445349 -0.490914 -1.419729 0.791 0.470 -0.167 0.08
H -4.905684 -0.979711 0.220290 0.600 -0.036 -0.390 0.06
H -6.110738 -1.782631 -0.688312 -0.132 -0.610 0.249 0.08
H -4.043862 -3.044880 -0.651161 -0.203 -0.921 -0.466 0.14
H -4.528272 -2.076446 -3.519502 -0.372 0.289 -0.057 0.10
H -5.719880 -3.144473 -2.756279 0.116 -0.382 0.137 0.14
H -5.356104 -4.925601 -4.070111 -0.066 -0.065 -0.037 0.10
H -3.643116 -5.165568 -4.582304 -0.646 -0.397 -1.257 0.09
H -4.612300 -3.720498 -5.152289 0.274 0.183 0.075 0.09
H -2.753743 -0.961624 -2.186210 -0.577 0.739 -0.839 0.06
H -2.600327 -1.308856 -0.714022 0.476 -0.187 0.630 0.08
C -1.324342 -5.307420 1.298827 -0.052 -0.325 -1.022 -0.04
C -0.511380 -5.675481 0.059065 0.887 -0.178 0.695 -0.43
C 0.012401 -7.123829 0.168172 0.815 -0.048 -1.042 -0.14
O 0.804355 -7.430545 -1.045041 -1.273 1.300 0.772 -0.20
C 1.290726 -8.731244 -1.107299 0.424 -1.013 1.250 -0.14
N -1.224249 -5.452083 -1.181045 -0.109 0.717 -0.755 0.01
H -2.242600 -5.881238 1.173763 -0.073 -0.417 0.955 0.08
H -1.671522 -4.276582 1.369137 0.472 0.195 -0.324 0.07
H -0.668501 -5.530863 2.140283 -0.690 -0.245 0.387 0.09
H 0.410282 -5.094846 0.097852 -0.032 0.431 -0.537 0.12
H -0.775223 -7.863801 0.310241 -0.277 -0.103 -0.249 0.13
H 0.652542 -7.173522 1.048986 0.267 -0.139 0.047 0.12
H 1.807758 -8.961310 -0.175710 0.363 -0.038 0.248 0.08
H 2.022927 -8.903068 -1.896266 -0.308 0.537 -0.250 0.09
H 0.524256 -9.505208 -1.147262 -0.445 0.087 -0.414 0.09
H -2.021897 -6.070240 -1.222810 -0.431 -0.093 0.093 0.09
H -0.623119 -5.802459 -1.913146 0.314 -0.329 -0.407 0.06
C 4.315938 -0.431425 3.437118 1.011 -1.353 0.076 -0.07
C 4.615593 0.293302 4.734424 -1.114 0.358 -1.880 -0.43
C 6.088257 0.277303 5.097765 -0.058 -1.609 1.482 -0.15
O 6.598341 -1.080558 5.289572 -1.694 0.197 -1.223 -0.21
C 7.959388 -1.192088 5.567379 -0.175 1.401 1.200 -0.13
N 4.160565 1.647118 4.447239 0.336 1.263 1.375 0.02
H 4.805490 -1.405030 3.413975 -0.306 -0.394 0.061 0.07
H 4.797095 0.126176 2.633573 -0.369 0.149 -0.181 0.08
H 3.239640 -0.546754 3.309081 0.068 0.097 -0.284 0.06
H 3.916645 -0.027603 5.506808 0.677 -0.648 0.435 0.14
H 6.098594 0.696415 6.103909 0.704 0.850 -0.127 0.13
H 6.676169 0.785502 4.333442 0.126 0.284 0.123 0.13
H 8.138000 -0.653932 6.498281 0.268 0.094 0.504 0.08
H 8.566815 -0.630178 4.857884 0.299 -0.639 -0.550 0.08
H 8.217200 -2.227460 5.790202 0.025 0.047 -0.714 0.09
H 3.281257 1.697405 3.952878 0.402 0.122 -0.091 0.06
H 4.849317 2.341457 4.195014 -0.233 -0.198 -0.258 0.07
C 1.758496 4.787986 3.694171 1.443 -0.791 0.931 -0.08
C 0.584165 5.424326 4.469112 2.362 1.339 -0.225 -0.41
C 1.097109 6.843081 4.869078 -1.979 0.521 -0.695 -0.17
O 0.223262 7.514832 5.826605 0.847 0.198 -0.688 -0.19
C -0.485983 8.674715 5.339153 -0.038 -0.735 0.193 -0.11
N -0.479601 5.462175 3.530138 -1.971 0.247 0.052 0.04
H 2.038514 5.285085 2.765416 -0.661 0.607 -0.044 0.08
H 1.645159 3.753882 3.368780 -0.574 -0.099 0.285 0.05
H 2.709905 4.792938 4.226053 0.072 -0.078 0.509 0.07
H 0.241268 5.012617 5.418329 0.308 -0.807 -0.199 0.14
H 1.045875 7.420979 3.946314 0.230 0.225 -0.253 0.11
H 2.148002 6.834055 5.158306 -0.201 -0.073 0.624 0.12
H 0.065643 9.352813 4.688011 0.595 -0.227 -0.010 0.08
H -0.797900 9.263193 6.202005 0.003 -0.219 0.083 0.08
H -1.367572 8.364083 4.778425 -0.150 -0.104 0.019 0.08
H -0.565937 4.518344 3.181093 -0.393 0.019 -0.347 0.06
H -0.263754 6.063136 2.747598 0.106 -0.009 -0.161 0.08
C -2.697459 4.025578 1.230419 0.557 -0.438 0.023 -0.05
C -3.580789 4.167493 -0.021132 -1.063 -1.636 -0.041 -0.35
C -2.997890 5.052580 -1.126594 0.793 0.469 0.192 -0.14
O -1.749083 4.512942 -1.651091 -0.828 -0.835 2.091 -0.29
C -1.065559 5.338398 -2.520559 -0.397 1.381 -1.359 -0.12
N -3.966192 2.813561 -0.588526 1.432 0.475 -0.075 0.00
H -2.930284 4.710188 2.046026 0.017 0.575 -0.411 0.08
H -1.641569 4.087147 0.966999 0.155 0.415 -0.057 0.07
H -2.732454 3.068817 1.751440 -0.551 -0.386 -0.507 0.06
H -4.546407 4.557261 0.300983 0.067 0.955 -0.004 0.13
H -2.829460 6.052743 -0.727312 0.552 0.105 0.534 0.13
H -3.719604 5.319672 -1.898536 -0.128 -0.894 -0.608 0.13
H -1.768861 5.424453 -3.348854 0.457 0.602 -0.700 0.10
H -0.081034 5.044610 -2.884576 -0.368 -1.257 0.287 0.09
H -0.815986 6.320011 -2.117761 -0.573 0.357 0.450 0.09
H -4.708344 2.876899 -1.270657 -0.068 0.132 -0.036 0.07
H -4.194454 2.125292 0.114523 -0.076 0.250 0.221 0.05
```
Forces are in eV/Å.

Results
- Electronic energy: -155703.673 eV
- Expectation value of S²: 12.004
- Multiplicity: 7

(3)
This record from OMol25 describes a structure of composition C32H20Br3GaN3O2 at a distorted geometry. The level of theory is ωB97M-V with the def2-TZVPD basis set.

Structure (XYZ):
```
61
Properties=species:S:1:pos:R:3:forces:R:3:lowdin_charge:R:1
Ga -0.396408 -0.088709 0.001268 0.347 -0.098 0.373 0.66
C 4.303487 -0.153537 -0.176724 0.016 0.478 -1.616 -0.03
C 4.329991 -0.043291 1.139688 0.283 -0.216 1.381 -0.08
C 3.235888 0.085480 2.096980 -1.850 0.774 -0.029 0.01
C 1.909581 0.163396 1.758095 0.789 -0.971 -0.069 -0.10
C 1.520405 0.076136 0.344944 -0.211 -0.170 0.668 -0.18
C 3.102113 -0.065829 -1.079643 -0.909 -0.990 0.016 -0.06
C 0.741265 0.032769 2.685338 -0.601 0.296 -2.137 -0.15
C 0.898135 0.219251 4.031902 0.541 0.269 1.685 0.00
C -0.182504 0.090947 4.864013 0.446 0.020 0.168 0.05
C -1.399666 -0.325658 4.287116 -0.289 -0.008 1.152 -0.15
C -2.486655 -0.626407 5.128986 -0.449 -0.622 0.172 -0.01
C -3.633455 -1.143962 4.586291 -0.264 0.258 0.631 -0.05
C -3.753620 -1.294356 3.200238 -0.518 -0.119 -0.711 -0.05
C -2.720399 -1.021197 2.360498 0.334 0.501 -1.420 0.01
C -1.529255 -0.521614 2.903385 0.487 0.198 0.419 -0.19
N -0.469204 -0.235385 2.113260 1.541 -0.205 -0.070 0.13
H 5.245054 -0.279441 -0.694899 0.092 -0.089 0.076 0.13
H 5.294238 -0.160543 1.624375 0.052 0.145 -0.145 0.12
H 3.494860 0.224594 3.136679 0.283 -0.359 0.090 0.11
H 3.216511 -0.212921 -2.141393 0.750 0.259 -0.356 0.15
H 1.900775 0.478568 4.387215 -0.581 -0.095 0.081 0.12
H -0.093779 0.255671 5.961829 -0.174 -0.154 -1.020 0.15
H -2.334773 -0.539033 6.203419 -0.247 0.086 -0.200 0.12
H -4.499760 -1.421308 5.184989 0.352 0.139 0.097 0.12
H -4.707474 -1.598432 2.781319 0.128 -0.178 0.085 0.12
H -2.740658 -1.094397 1.241957 -0.416 -0.173 1.258 0.12
Br 3.278339 5.078469 -0.066426 0.066 0.092 0.163 0.81
C 2.407690 3.526867 -0.664768 0.342 -0.709 0.797 -0.69
C 1.429296 3.635916 -1.613475 -0.569 0.061 -1.515 -0.07
C 0.838572 2.427928 -2.130608 -0.254 0.354 0.309 -0.10
N 1.091537 1.252678 -1.665459 0.362 0.185 -0.496 0.10
C 2.133318 1.071502 -0.660660 -0.537 0.127 -0.114 -0.38
C 2.726490 2.295033 -0.138974 0.759 1.130 0.420 -0.01
C 2.035508 -1.142397 -0.515484 -0.494 -0.319 -0.710 -0.28
C 2.724817 -2.397240 -0.140652 -0.249 0.418 0.535 -0.02
C 2.510158 -3.537532 -0.845446 -0.248 -0.326 -0.611 -0.70
Br 3.687081 -4.977707 -0.721569 0.362 -0.425 0.346 0.83
C 1.444336 -3.683136 -1.740407 -0.099 0.388 0.271 -0.06
C 0.561733 -2.587759 -1.811372 0.525 0.333 -0.170 -0.10
N 0.815586 -1.404808 -1.328395 0.422 -0.442 0.503 0.09
H 1.170250 4.603914 -2.023821 -0.105 -0.148 -0.018 0.11
H 0.069421 2.476413 -2.923097 0.351 0.146 0.529 0.13
H 3.453593 2.251418 0.674588 -0.251 -0.049 -0.437 0.11
H 3.481507 -2.394793 0.623584 0.150 0.071 -0.019 0.11
H 1.215150 -4.608357 -2.247441 0.144 0.007 0.021 0.11
H -0.387330 -2.713364 -2.300692 -0.392 0.055 -0.094 0.12
Br -5.211330 0.848748 -1.087571 -0.443 0.214 0.451 0.86
C -4.176452 0.978842 -2.641972 -0.568 -0.174 0.291 -0.62
C -4.742575 1.326555 -3.843334 0.968 -0.032 -0.418 -0.09
C -3.896366 1.250643 -4.955679 -1.355 0.223 -0.836 -0.06
C -2.613226 0.726461 -4.925563 0.608 0.240 -0.092 -0.05
C -2.089975 0.344752 -3.690156 -0.332 -0.267 0.136 0.00
C -2.884081 0.525714 -2.556806 0.091 -0.602 -0.817 -0.21
C -2.268571 0.195348 -1.280297 0.749 -0.574 0.660 -0.57
O -1.864829 -0.990784 -0.956190 -0.622 0.982 -0.467 0.03
O -1.871523 1.151087 -0.545401 0.499 -0.142 0.250 0.06
H -5.778329 1.625459 -3.928351 0.105 0.045 0.004 0.11
H -4.377028 1.553445 -5.897434 0.611 -0.185 0.259 0.12
H -2.014878 0.666439 -5.853445 -0.469 -0.097 0.705 0.12
H -1.142570 -0.176547 -3.528327 -0.056 0.439 -0.415 0.13
```
Forces are in eV/Å.

Results
- Energy above the lowest of the compared OMol25 structures with the same formula, charge and spin: 104.8 kcal/mol
- Charge: +1